{
  "formula": "C27H33NdO2",
  "method": "wB97M-V/def2-TZVPD",
  "species": ["O", "C", "C", "H", "H", "C", "H", "H", "C", "H", "H", "H", "C", "H", "H", "H", "Nd", "C", "C", "C", "H", "C", "C", "H", "H", "H", "H", "C", "C", "C", "H", "C", "C", "H", "H", "H", "H", "O", "C", "C", "H", "H", "C", "H", "H", "C", "H", "H", "H", "H", "C", "C", "C", "C", "C", "C", "C", "C", "H", "H", "H", "H", "H"],
  "coordinates": [[2.6824, -2.8933, -1.6916], [3.5470, -3.7730, -0.8676], [4.3421, -4.3017, -2.0635], [2.9736, -4.5530, -0.3451], [4.1318, -3.1720, -0.1545], [3.4295, -3.3370, -2.8585], [4.1580, -5.3540, -2.3124], [5.4063, -4.0370, -2.0837], [2.5039, -4.0675, -3.8013], [1.9138, -4.7895, -3.2235], [3.0938, -4.5886, -4.5649], [1.8345, -3.3439, -4.2738], [4.2198, -2.2229, -3.5077], [4.8163, -1.6586, -2.7777], [3.5540, -1.5422, -4.0491], [4.9195, -2.6598, -4.2290], [-0.7631, 0.7877, 0.0037], [-0.6419, 3.4223, 0.2184], [-0.4779, 2.9714, 1.5547], [0.7849, 2.3255, 1.6682], [-1.2288, 3.0471, 2.3347], [1.4361, 2.4248, 0.3909], [0.5492, 3.0891, -0.5136], [0.7624, 3.3592, -1.5441], [-1.4912, 3.9965, -0.1528], [1.2003, 1.8946, 2.5746], [2.4756, 2.1526, 0.1804], [-2.8059, 1.6462, -1.4047], [-1.6756, 1.8496, -2.2583], [-1.1684, 0.5684, -2.6544], [-1.3099, 2.8211, -2.5920], [-2.0075, -0.4311, -2.0463], [-3.0314, 0.2417, -1.3015], [-3.8101, -0.2228, -0.6959], [-3.3615, 2.4238, -0.8750], [-0.3382, 0.4020, -3.3469], [-1.9004, -1.5139, -2.1578], [0.9804, -2.0857, 0.1065], [1.8908, -1.0218, -0.2597], [3.0485, -1.0163, 0.7289], [1.5010, 0.0451, -0.2197], [2.1607, -1.2040, -1.3120], [2.4776, -1.8221, 1.9536], [3.2595, 0.0326, 0.9790], [3.9573, -1.4770, 0.3039], [1.0227, -2.1686, 1.5481], [2.5027, -1.2005, 2.8710], [3.0410, -2.7520, 2.1795], [0.3515, -1.4123, 2.0307], [0.7543, -3.2059, 1.8282], [-2.4902, 0.7508, 1.6925], [-3.3052, 1.5254, 2.2277], [-4.2876, 2.3482, 2.8379], [-3.9650, 3.2060, 3.9179], [-4.9492, 4.0362, 4.4581], [-6.2563, 4.0208, 3.9492], [-6.5972, 3.0992, 2.9481], [-5.6265, 2.2650, 2.3920], [-2.9603, 3.1703, 4.3472], [-4.7082, 4.6869, 5.2977], [-7.0125, 4.6871, 4.3570], [-7.6289, 3.0172, 2.6142], [-5.8837, 1.5134, 1.6441]],
  "lumo_energy_ev": [0.39, 0.39],
  "energy_ha": -1760.36699,
  "total_charge": 0,
  "homo_lumo_gap_ev": [8.07, 8.12],
  "multiplicity": 4,
  "s2": 3.75
}

=====

{
  "formula": "C27H34Br8F3NO2",
  "method": "wB97M-V/def2-TZVPD",
  "species": ["C", "N", "O", "O", "H", "H", "H", "F", "C", "C", "C", "C", "C", "C", "H", "H", "H", "H", "H", "F", "C", "C", "C", "C", "C", "C", "H", "H", "H", "H", "H", "F", "C", "C", "C", "C", "C", "C", "H", "H", "H", "H", "H", "Br", "C", "C", "Br", "H", "H", "H", "H", "Br", "C", "C", "Br", "H", "H", "H", "H", "Br", "C", "C", "Br", "H", "H", "H", "H", "Br", "C", "C", "Br", "H", "H", "H", "H"],
  "coordinates": [[-35.2490, 5.8821, 12.6127], [-35.7632, 7.1892, 13.0960], [-34.9472, 7.9624, 13.5544], [-36.9603, 7.3960, 13.0442], [-36.0643, 5.1831, 12.4944], [-34.4331, 5.6151, 13.2767], [-34.7809, 6.0236, 11.6378], [-29.1399, 10.6161, 15.7754], [-29.8327, 9.6257, 15.1902], [-31.0174, 9.9163, 14.5471], [-31.8380, 8.8807, 14.1194], [-31.3727, 7.5793, 14.2063], [-30.1615, 7.3207, 14.8100], [-29.3657, 8.3357, 15.3059], [-31.3065, 10.9555, 14.4292], [-32.7867, 9.1073, 13.6498], [-31.9872, 6.7775, 13.8227], [-29.8276, 6.2912, 14.8737], [-28.4274, 8.1991, 15.8262], [-37.7073, 11.3229, 16.3714], [-36.9964, 10.3704, 17.0160], [-36.1310, 9.5839, 16.2879], [-35.4654, 8.5908, 16.9811], [-35.7336, 8.3307, 18.3171], [-36.5830, 9.1762, 19.0190], [-37.2163, 10.2141, 18.3527], [-36.0772, 9.7459, 15.2214], [-34.9101, 7.8421, 16.4225], [-35.2274, 7.5231, 18.8305], [-36.8424, 8.9548, 20.0453], [-38.0201, 10.6962, 18.8937], [-32.7667, 2.5715, 10.9027], [-32.2439, 1.4510, 11.4327], [-32.9308, 0.7804, 12.4251], [-32.3590, -0.3275, 13.0384], [-31.0613, -0.7041, 12.7216], [-30.4285, -0.0705, 11.6576], [-31.0146, 0.9997, 10.9970], [-33.9001, 1.1476, 12.7438], [-32.8829, -0.7095, 13.9062], [-30.4869, -1.4240, 13.2873], [-29.4354, -0.3760, 11.3506], [-30.5137, 1.5836, 10.2335], [-36.0492, 10.9316, 12.3789], [-37.9154, 11.1278, 12.8943], [-38.7709, 10.4812, 11.8409], [-40.6163, 10.3454, 12.4563], [-38.1019, 12.1978, 12.9668], [-38.0819, 10.7507, 13.8986], [-38.4307, 9.4654, 11.6588], [-38.7856, 11.0010, 10.8901], [-35.4373, 7.7298, 9.6375], [-33.7107, 8.3402, 8.9802], [-33.1063, 9.1932, 10.0569], [-31.3923, 9.9293, 9.4096], [-33.8916, 8.9121, 8.0775], [-33.1070, 7.4621, 8.7841], [-32.8731, 8.6202, 10.9501], [-33.6749, 10.0750, 10.3247], [-31.1896, 5.2959, 11.0020], [-29.7812, 6.6389, 10.7021], [-29.2694, 6.4000, 9.3171], [-27.9154, 7.7394, 8.8783], [-29.0120, 6.4627, 11.4445], [-30.2777, 7.5872, 10.8384], [-30.0200, 6.5181, 8.5450], [-28.7867, 5.4326, 9.2471], [-39.1018, 7.2230, 9.9673], [-40.2517, 6.0060, 10.9500], [-39.6646, 5.7872, 12.3037], [-40.6686, 4.3756, 13.2105], [-40.3507, 5.0927, 10.3775], [-41.2209, 6.4717, 11.0977], [-39.7158, 6.6892, 12.9114], [-38.6255, 5.4866, 12.3675]],
  "lumo_energy_ev": -0.05,
  "energy_ha": -22146.08814,
  "total_charge": 0,
  "homo_lumo_gap_ev": 9.20,
  "smiles": "C[N+](=O)[O-].Fc1ccccc1.Fc1ccccc1.Fc1ccccc1.BrCCBr.BrCCBr.BrCCBr.BrCCBr"
}

=====

{
  "formula": "C27H34Cl2GaN5O3",
  "method": "wB97M-V/def2-TZVPD",
  "species": ["O", "C", "C", "C", "H", "C", "H", "C", "H", "C", "H", "C", "H", "H", "C", "C", "H", "H", "H", "C", "C", "H", "H", "H", "H", "Ga", "Cl", "Cl", "H", "H", "C", "C", "N", "H", "C", "O", "H", "H", "H", "H", "H", "H", "C", "C", "N", "H", "C", "O", "H", "H", "H", "H", "N", "C", "C", "C", "C", "C", "C", "C", "N", "C", "C", "N", "C", "H", "H", "H", "H", "H", "H", "H"],
  "coordinates": [[0.7094, -1.7670, 0.2853], [1.6141, -2.4311, 1.0637], [0.9281, -3.4056, 2.0344], [-0.4035, -3.2600, 2.4247], [-0.9724, -2.4070, 2.0455], [-0.9779, -4.1828, 3.3093], [-2.0314, -4.0763, 3.5794], [-0.2036, -5.2143, 3.8531], [-0.6398, -5.9237, 4.5598], [1.1419, -5.3380, 3.4827], [1.7691, -6.1251, 3.9077], [1.6945, -4.4514, 2.5578], [2.7391, -4.5249, 2.2437], [2.2612, -3.0476, 0.4077], [3.7383, -0.9315, 0.9839], [2.5635, -1.4095, 1.7735], [4.6291, -0.8830, 1.6272], [3.5667, 0.0790, 0.5819], [3.9473, -1.6072, 0.1437], [2.3251, -1.0721, 3.0466], [3.1755, -0.1587, 3.8562], [1.4644, -1.4956, 3.5627], [3.6959, -0.7244, 4.6419], [2.5483, 0.5834, 4.3610], [3.9212, 0.3743, 3.2539], [0.5040, 0.2526, 0.3146], [-1.4125, 0.0132, 1.3802], [1.6202, 1.7618, 1.4452], [-3.2193, -4.6159, -0.9672], [-4.3904, -2.3334, -1.2480], [-2.4728, -4.0670, -0.3709], [-3.5559, -1.8674, -0.7058], [-2.3694, -2.6919, -0.8254], [-1.4967, -4.5516, -0.4787], [-1.2949, -2.2734, -1.5352], [-1.1557, -1.1437, -2.0163], [-3.3383, -0.8779, -1.1079], [-0.5168, -3.0572, -1.6505], [-2.7822, -4.1050, 0.6829], [-3.8459, -1.7881, 0.3490], [3.0298, 1.2114, -4.2778], [2.4664, -1.1814, -5.2165], [3.3823, 0.6699, -3.3911], [2.7453, -1.5789, -4.2315], [2.6022, -0.5497, -3.2117], [3.2890, 1.2989, -2.5044], [1.7629, -0.6872, -2.1887], [1.6655, 0.2114, -1.2988], [2.0997, -2.4251, -3.9788], [1.1683, -1.6099, -2.1572], [4.4281, 0.3947, -3.5600], [3.7904, -1.9125, -4.2762], [-4.5357, 9.6585, 0.4262], [-4.0575, 8.6199, 0.1734], [-3.4638, 7.3473, -0.1476], [-2.6805, 6.6773, 0.8058], [-2.0838, 5.4521, 0.4917], [-2.2528, 4.9151, -0.7926], [-3.0464, 5.5688, -1.7480], [-3.6621, 6.7797, -1.4124], [-1.6101, 3.7106, -1.1297], [-1.4496, 3.1682, -2.4139], [-0.7708, 1.9913, -2.2633], [-0.5134, 1.7879, -0.9112], [-1.0153, 2.8361, -0.2600], [-2.5319, 7.1185, 1.7926], [-1.4673, 4.9306, 1.2251], [-3.1915, 5.1305, -2.7355], [-4.2944, 7.2904, -2.1435], [-1.7852, 3.6680, -3.3026], [-0.4938, 1.2778, -3.0207], [-1.0015, 2.9746, 0.8054]],
  "lumo_energy_ev": -0.28,
  "energy_ha": -4394.05252,
  "total_charge": 0,
  "homo_lumo_gap_ev": 7.68
}